# 1
Formula: C2H3NO3
Source: the OMol25 dataset
Level of theory: wB97M-V/def2-TZVPD

Summary:
**LUMO energy**: 0.486 eV
**Largest force on an atom**: 4.01 eV/Å
**Orbital gap**: 11.073 eV
**HOMO level**: -0.389 hartree
**ΔE to the lowest compared entry with this formula, charge and spin**: 385.78 kJ/mol

Geometry (Å):
O 3.1941 -0.3326 -0.2813
C 2.1604 0.0050 0.1420
O 1.5175 1.4905 0.0459
C 0.2387 0.8346 0.1356
N 0.8958 -0.4660 0.4597
O 0.4669 -1.6733 -0.0488
H -0.3309 0.9128 -0.7502
H -0.3484 1.2697 1.0532
H 0.2554 -2.3773 0.6198

Cartesian forces (eV/Å) of the 2 atoms listed first:
0.0799 -0.2778 0.9182
-1.9420 2.8878 -1.9914

=====

# 2
Formula: C4H5N3
Source: the OMol25 dataset
Level of theory: wB97M-V/def2-TZVPD

Summary:
**LUMO energy**: 0.356 eV
**Largest force on an atom**: 1.19 eV/Å
**Orbital gap**: 10.394 eV
**HOMO level**: -0.369 hartree
**ΔE to the lowest compared entry with this formula, charge and spin**: 210.84 kJ/mol

Geometry (Å):
H 0.3916 2.4579 1.0739
N 0.1788 1.7166 0.4105
C -1.0085 1.2992 0.5492
N -1.5377 0.3352 -0.3202
C -0.8247 -0.5960 -0.7965
C 0.5536 -1.1682 -0.5172
C 1.5333 -0.6529 0.4433
N 2.4162 -0.4248 1.1552
H -1.7530 1.7062 1.2419
H -1.3029 -1.2169 -1.5604
H 1.0652 -1.2599 -1.4836
H 0.3122 -2.1902 -0.2071

Cartesian forces (eV/Å) of the 2 atoms listed first:
0.0014 -0.0004 0.0153
-0.3449 0.1438 -0.0063

=====

# 3
Formula: H4O2
Source: the OMol25 dataset
Level of theory: wB97M-V/def2-TZVPD

Summary:
**LUMO energy**: 0.553 eV
**Largest force on an atom**: 2.29 eV/Å
**Orbital gap**: 11.302 eV
**HOMO level**: -0.395 hartree
**ΔE to the lowest compared entry with this formula, charge and spin**: 15.14 kJ/mol

Geometry (Å):
O -1.3324 -0.0076 -0.0922
H -1.8697 -0.6566 0.4307
H -1.6075 0.8840 0.2585
O 1.4996 -0.0914 0.0240
H 1.6107 0.8411 0.0238
H 0.5291 -0.2765 -0.1671

Cartesian forces (eV/Å) of the 2 atoms listed first:
-1.3550 0.4731 1.1644
0.7316 0.8948 -0.6916

=====

# 4
Formula: C4H11NO3
Source: the OMol25 dataset
Level of theory: wB97M-V/def2-TZVPD

Summary:
**LUMO energy**: 0.235 eV
**Largest force on an atom**: 8.48 eV/Å
**Orbital gap**: 9.740 eV
**HOMO level**: -0.349 hartree
**ΔE to the lowest compared entry with this formula, charge and spin**: 908.01 kJ/mol

Geometry (Å):
C 0.3082 -1.1045 -1.9959
C -0.6626 -0.3902 -0.9603
C 0.5647 -0.7642 1.3168
C -0.1160 1.5134 0.8051
H 1.6198 0.2732 -1.4761
H 0.7727 -2.0833 -1.7185
H -0.3511 -1.2856 -3.1230
H -1.5161 -1.0159 -0.8794
H -1.1372 0.4087 -1.4926
H 0.9878 -1.7573 0.9063
H 1.7967 -0.4056 1.8044
H -1.1632 -0.2463 2.1429
H 0.3639 2.8810 0.2772
H 0.8207 1.4295 1.7843
H -1.7688 2.1538 1.6963
N 0.1405 0.1319 0.1143
O 1.4393 -0.1789 -2.4504
O -0.4412 -0.9287 2.4108
O -1.6582 1.3690 0.8379

Cartesian forces (eV/Å) of the 2 atoms listed first:
-0.5508 1.0385 -4.1657
1.9780 -0.3341 -2.2169